(1)
Molecular formula: CH9N3
Method: DFT, ωB97M-V/def2-TZVPD

Structure (ORCA input):
```
! RIJCOSX wB97M-V def2-TZVPD def2/J DEFGRID3
* xyz -1 2
N 2.674 1.734 0.542
H 2.178 0.868 0.339
H 2.670 1.944 1.528
H 2.557 2.563 -0.118
N 0.031 -1.172 -0.044
C -1.093 -0.634 -0.871
N -2.261 -0.447 -0.132
H -0.153 -2.227 -0.036
H 0.099 -0.896 0.959
H -1.167 -1.221 -1.794
H -0.851 0.333 -1.338
H -2.079 0.356 0.469
H -2.605 -1.200 0.496
*
```

Computed properties:
* HOMO-LUMO gap (alpha / beta): 3.248 / 9.056 eV
* <S²>: 0.750



(2)
Molecular formula: C6H15NO
Method: DFT, ωB97M-V/def2-TZVPD

Structure (ORCA input):
```
! RIJCOSX wB97M-V def2-TZVPD def2/J DEFGRID3
* xyz 0 1
C 0.791 -0.038 1.229
C 1.757 -0.709 0.271
C 2.862 0.013 -0.272
O 1.111 0.286 -1.856
C -0.226 0.734 0.430
N -1.493 0.119 0.104
C -2.365 -0.429 1.088
C -1.986 0.008 -1.264
H 0.286 -0.829 1.813
H 1.362 0.604 1.903
H 3.303 0.831 0.302
H 1.803 -1.787 0.328
H 1.677 0.113 -0.851
H 3.648 -0.702 -0.543
H 1.491 1.079 -2.260
H -0.421 1.739 0.823
H 0.368 0.871 -0.505
H -2.437 -1.540 0.931
H -1.944 -0.350 2.100
H -3.347 0.061 1.038
H -1.109 0.100 -1.887
H -2.710 0.801 -1.462
H -2.420 -0.974 -1.460
*
```

Computed properties:
* HOMO-LUMO gap: 7.104 eV



(3)
Molecular formula: C6H14O
Method: DFT, ωB97M-V/def2-TZVPD

Structure (ORCA input):
```
! RIJCOSX wB97M-V def2-TZVPD def2/J DEFGRID3
* xyz 0 1
C -1.183 -1.224 -1.075
C -1.874 -0.412 0.026
C -1.392 1.033 0.225
C 0.005 1.242 0.827
C 1.177 0.873 -0.081
O 1.610 -0.446 0.178
C 2.556 -0.891 -0.760
H -1.694 -2.181 -1.222
H -0.140 -1.435 -0.819
H -1.207 -0.690 -2.033
H -2.952 -0.369 -0.190
H -1.775 -0.943 0.982
H -1.446 1.580 -0.730
H -2.103 1.530 0.897
H 0.103 0.696 1.774
H 0.106 2.308 1.071
H 0.874 0.980 -1.140
H 2.023 1.556 0.085
H 2.154 -0.868 -1.789
H 2.814 -1.918 -0.492
H 3.469 -0.276 -0.728
*
```

Computed properties:
* SMILES string: CCCCCOC
* HOMO-LUMO gap: 10.944 eV



(4)
Molecular formula: C3H7NO3S
Method: DFT, ωB97M-V/def2-TZVPD

Structure (ORCA input):
```
! RIJCOSX wB97M-V def2-TZVPD def2/J DEFGRID3
* xyz -2 1
C -1.390 0.351 -0.480
C -0.917 1.482 -1.411
S -2.169 2.754 -1.791
N -0.464 -0.812 -0.563
C 0.407 -1.139 0.510
O 0.143 -0.667 1.665
O 1.362 -1.909 0.245
H -1.366 0.612 0.571
H -2.380 0.002 -0.774
H -0.574 0.969 -2.313
H -0.082 2.031 -0.972
H 0.024 -0.920 -1.419
H 1.787 -0.700 2.508
H 2.856 -1.255 1.699
O 2.762 -0.799 2.523
*
```

Computed properties:
* HOMO-LUMO gap: 5.884 eV



(5)
Molecular formula: C8H11N2O3
Method: DFT, ωB97M-V/def2-TZVPD

Structure (ORCA input):
```
! RIJCOSX wB97M-V def2-TZVPD def2/J DEFGRID3
* xyz 1 1
C 0.735 2.354 -1.654
C 2.305 -0.110 0.032
C -2.236 0.211 -0.325
C 2.098 -1.585 -0.109
C -0.036 -0.889 -0.221
C 0.892 0.576 0.132
C 0.670 1.035 1.601
C -1.279 -0.677 -1.025
N 0.681 1.550 -0.830
N -3.177 -0.433 0.411
O 3.351 0.360 0.278
O -2.155 1.434 -0.323
O 0.874 -1.716 -0.762
H 0.554 3.155 -2.292
H 2.938 -1.934 -0.626
H 2.127 -2.085 0.790
H -0.393 -1.449 0.751
H 1.086 0.383 2.436
H -0.451 1.041 1.835
H 1.089 2.069 1.807
H -1.696 -1.646 -1.270
H -0.971 -0.162 -1.893
H -3.179 -1.522 0.370
H -3.831 0.041 0.887
*
```

Computed properties:
* SMILES string: C#[N+][C@]1(C)C(=O)CO[C@@H]1CC(N)=O
* HOMO-LUMO gap: 9.221 eV



(6)
Molecular formula: CH14Na5O14S
Method: DFT, ωB97M-V/def2-TZVPD

Structure (ORCA input):
```
! RIJCOSX wB97M-V def2-TZVPD def2/J DEFGRID3
* xyz 2 2
Na 2.347 -2.577 1.298
Na 2.500 0.398 2.507
Na -1.427 -0.790 2.744
Na 2.921 1.256 -0.757
Na 0.448 0.359 -3.651
C 4.801 -0.892 -0.178
O 4.250 -0.774 0.897
O 4.944 -1.994 -0.781
O 5.298 0.075 -0.717
S 0.197 -0.130 -0.036
O -0.887 0.524 0.794
O 1.306 -0.531 0.742
O -0.385 -1.250 -0.723
O 0.688 0.842 -1.018
O 0.720 2.162 2.474
H 0.288 1.929 1.652
H 1.299 2.889 2.242
O -2.445 2.563 0.693
H -1.895 1.781 0.743
H -2.955 2.447 -0.109
O -0.267 -3.674 0.271
H 0.152 -4.275 -0.344
H -0.429 -2.881 -0.241
O -0.017 3.141 -2.300
H 0.541 2.995 -3.063
H 0.030 2.323 -1.807
O -3.222 -0.912 0.218
H -2.402 -0.431 0.109
H -2.956 -1.830 0.271
O -1.001 -1.571 -3.188
H -0.760 -1.441 -2.271
H -1.087 -2.520 -3.282
O -3.501 0.888 2.658
H -4.243 0.653 2.101
H -2.852 1.248 2.054
*
```

Computed properties:
* HOMO-LUMO gap (alpha / beta): 8.721 / 8.522 eV
* <S²>: 0.758



(7)
Molecular formula: C30H60F9N3O6
Method: DFT, ωB97M-V/def2-TZVPD

Structure (ORCA input):
```
! RIJCOSX wB97M-V def2-TZVPD def2/J DEFGRID3
* xyz 0 1
C -1.317 1.635 -2.077
C -0.279 2.379 -2.839
N 0.987 1.701 -2.765
C 0.875 0.567 -3.768
C 1.969 -0.450 -3.451
C 2.156 2.594 -3.049
C 2.634 3.275 -1.724
H -1.884 0.945 -2.703
H -1.965 2.378 -1.614
H -0.883 1.080 -1.245
H -0.513 2.581 -3.884
H -0.246 3.338 -2.322
H -0.058 0.026 -3.607
H 0.974 0.969 -4.776
H 2.016 -0.540 -2.366
H 1.644 -1.427 -3.808
H 2.944 -0.237 -3.889
H 1.868 3.294 -3.833
H 2.926 2.038 -3.584
H 3.346 2.706 -1.126
H 1.824 3.653 -1.100
H 3.200 4.167 -1.992
C 1.734 -2.834 0.778
C 1.315 -2.072 2.073
N 0.688 -0.732 2.045
C -0.758 -0.796 1.965
C -1.218 -1.469 0.679
C 1.347 0.068 0.991
C 1.124 1.588 1.291
H 0.981 -3.495 0.350
H 2.659 -3.339 1.056
H 2.000 -2.161 -0.037
H 0.657 -2.751 2.615
H 2.044 -2.024 2.882
H -1.139 -1.376 2.805
H -1.185 0.201 2.080
H -2.254 -1.277 0.397
H -0.711 -1.134 -0.226
H -1.029 -2.542 0.679
H 1.078 -0.167 -0.039
H 2.433 -0.011 1.033
H 0.048 1.662 1.133
H 1.531 2.206 0.491
H 1.491 1.972 2.243
C -5.484 -1.480 2.442
C -4.615 -0.952 1.340
N -5.465 -0.117 0.502
C -4.770 1.112 0.063
C -4.675 2.075 1.191
C -6.000 -0.901 -0.635
C -7.163 -0.252 -1.246
H -5.826 -0.679 3.097
H -4.839 -2.078 3.086
H -6.390 -1.931 2.039
H -3.816 -0.337 1.754
H -4.127 -1.781 0.829
H -3.816 0.773 -0.340
H -5.304 1.682 -0.698
H -4.113 2.987 0.993
H -5.723 2.350 1.312
H -4.265 1.656 2.110
H -6.257 -1.849 -0.162
H -5.251 -1.120 -1.395
H -7.642 -1.054 -1.806
H -6.960 0.538 -1.970
H -7.808 0.143 -0.461
C 4.853 0.025 -1.106
C 5.062 0.088 0.394
O 6.448 0.201 0.624
C 6.967 0.453 1.858
O 6.274 0.832 2.809
C 8.500 0.242 1.928
F 8.683 -0.721 2.858
F 9.024 -0.102 0.763
F 9.049 1.357 2.398
H 3.808 -0.167 -1.348
H 5.469 -0.691 -1.651
H 5.139 0.990 -1.527
H 4.655 -0.837 0.802
H 4.569 0.911 0.911
C 1.742 7.921 1.667
C 2.003 6.440 1.510
O 0.854 5.584 1.881
C -0.130 5.261 1.013
O -0.109 5.717 -0.168
C -1.329 4.336 1.551
F -0.964 3.922 2.813
F -2.486 4.992 1.597
F -1.523 3.304 0.688
H 1.460 8.184 2.687
H 0.806 8.142 1.154
H 2.560 8.523 1.272
H 2.878 6.101 2.065
H 2.333 6.197 0.500
C 0.752 -8.547 -1.659
C 0.424 -7.203 -1.075
O -0.861 -7.364 -0.411
C -1.576 -6.298 0.056
O -1.137 -5.169 0.084
C -2.940 -6.769 0.599
F -2.832 -6.464 1.953
F -3.995 -6.035 0.043
F -3.169 -8.040 0.385
H 0.501 -9.399 -1.027
H 1.775 -8.730 -1.985
H 0.099 -8.741 -2.510
H 0.405 -6.434 -1.848
H 1.214 -6.991 -0.355
*
```

Computed properties:
* SMILES string: CCOC(=O)C(F)(F)F.CCOC(=O)C(F)(F)F.CCOC(=O)C(F)(F)F.CCN(CC)CC.CCN(CC)CC.CCN(CC)CC
* HOMO-LUMO gap: 8.641 eV



(8)
Molecular formula: C5H10O2
Method: DFT, ωB97M-V/def2-TZVPD

Structure (ORCA input):
```
! RIJCOSX wB97M-V def2-TZVPD def2/J DEFGRID3
* xyz 0 1
C 1.228 -1.420 -0.016
C -0.028 -0.635 -0.351
O -0.330 -0.716 -1.726
C -1.102 -0.607 0.705
C -0.439 0.705 0.235
C 0.491 1.842 0.696
O -1.405 1.327 -0.587
H 1.074 -2.464 -0.329
H 2.098 -1.045 -0.562
H 1.451 -1.439 1.057
H -0.999 -1.394 -1.869
H -2.132 -0.634 0.353
H -0.940 -1.187 1.615
H 0.206 2.333 1.632
H 1.555 1.587 0.708
H 0.368 2.613 -0.079
H -1.095 1.136 -1.483
*
```

Computed properties:
* SMILES string: C[C@]1(O)C[C@@]1(C)O
* HOMO-LUMO gap: 10.508 eV